{
  "formula": "C19H42CrGeN2O4S3",
  "method": "ωB97M-V with the def2-TZVPD basis set",
  "multiplicity": 6,
  "homo_ev": [-10.898, -10.991],
  "largest_force_ev_per_a": 1.86,
  "e_lumo_ev": [-3.39, -6.44],
  "orbital_gap_ev": [7.51, 4.55],
  "charge": 1,
  "species": ["C", "C", "N", "H", "H", "H", "H", "H", "H", "O", "H", "H", "H", "C", "H", "H", "H", "H", "C", "Ge", "H", "S", "N", "H", "C", "C", "H", "H", "C", "O", "C", "H", "C", "H", "S", "H", "H", "H", "H", "H", "C", "H", "O", "H", "H", "H", "H", "H", "C", "Cr", "H", "H", "H", "O", "C", "C", "C", "H", "H", "C", "H", "C", "H", "H", "C", "C", "H", "S", "H", "H", "C", "H"],
  "xyz": [[4.01203, -2.05755, -2.89122], [-2.70462, 1.10343, 3.57437], [2.87284, -1.31802, -2.37085], [6.67108, -1.51904, 0.33236], [-2.01669, 4.05609, -1.67198], [2.81490, -3.78932, -3.37498], [4.45498, -2.36385, -0.29340], [-3.09782, 1.78930, 4.31924], [-4.59629, 2.74592, 2.55520], [-2.14802, 0.84800, 1.25841], [-2.98151, -2.50414, 1.14384], [-2.60566, 0.24700, -3.52917], [4.55764, -4.06916, -3.40115], [-2.99826, 1.26246, -3.46188], [-1.77593, 3.41800, 1.16334], [-0.18469, -3.53710, 1.03562], [-0.82800, 2.80052, 2.53191], [-0.79351, 2.79716, -4.14706], [-1.37964, -2.31472, -0.29097], [-3.11920, 0.22099, -0.47614], [3.70340, -3.94161, -1.85682], [1.36590, 0.52862, -1.39490], [3.46558, -0.53418, -0.20640], [0.93561, 0.20387, 5.97377], [-2.68559, -2.94238, 0.19204], [-0.70703, 2.23328, -3.22210], [4.37435, -1.60153, 1.30035], [4.90923, -1.81102, -2.32989], [2.70969, -0.55556, -1.29230], [0.53610, 1.25853, 4.22685], [1.56236, 0.93973, 3.45897], [6.08302, -0.49977, -0.98925], [3.75350, -3.56118, -2.87558], [-3.64593, 3.36935, -1.81127], [1.50850, 1.14218, 1.77175], [-0.54933, -3.96000, -1.44945], [0.66455, -2.12718, 0.38516], [-2.25919, 3.79459, 2.82770], [-4.15712, 2.63267, 0.84625], [-4.00342, 1.22954, -3.03543], [5.91601, -0.79176, 0.04582], [-1.69636, 0.81162, 3.85430], [-1.55461, -0.93534, -0.52395], [-0.01880, 2.74890, -2.55184], [6.02934, 0.09094, 0.67066], [-4.72622, 1.19467, 1.72001], [-0.17427, 1.60092, 6.08652], [-3.32892, 0.21279, 3.55038], [0.74076, 1.22544, 5.63403], [-0.34602, 0.72177, 0.29377], [-3.05599, 1.68573, -4.46067], [-2.82187, 4.00588, -3.24933], [2.13354, -1.18829, -3.04976], [-1.91869, 1.44195, -1.31066], [-1.83454, 3.03147, 2.18103], [-4.13830, 2.11062, 1.80210], [-0.28805, -2.48992, 0.77135], [-3.46946, -2.74933, -0.53923], [-0.30448, 1.24547, -3.44048], [-2.08214, 2.09259, -2.55981], [-2.56587, -4.01343, 0.31515], [-2.69665, 1.76377, 2.18890], [1.58576, 1.86375, 5.90741], [3.23470, 0.20869, 0.44866], [-2.68257, 3.47798, -2.31051], [4.53499, -1.41443, 0.23479], [-0.14891, -2.34209, -2.05024], [3.05154, 0.37721, 3.98085], [4.16424, -1.72277, -3.92225], [-1.77107, -2.99620, -2.29862], [-0.93206, -2.95644, -1.60965], [-0.55284, -1.92609, 1.66630]],
  "atomic_forces_ev_per_a": [[0.21, -0.43, 0.00], [0.09, 0.07, -0.42], [-0.01, 0.15, -0.01], [0.16, 0.01, 0.03], [0.02, 0.08, 0.04], [-0.06, -0.05, -0.04], [-0.04, -0.01, 0.12], [-0.06, 0.09, 0.14], [-0.03, 0.09, 0.06], [0.30, -0.66, -0.99], [-0.06, 0.01, 0.12], [-0.02, -0.08, -0.08], [0.04, -0.12, -0.02], [0.10, 0.07, 0.38], [-0.01, 0.09, -0.05], [0.10, -0.17, 0.09], [0.05, 0.04, 0.03], [0.02, 0.09, -0.10], [0.10, -0.55, 0.15], [1.08, 0.00, 0.26], [-0.03, -0.05, 0.05], [0.07, 0.24, -0.52], [0.21, 0.05, 0.19], [-0.10, 0.10, -0.09], [0.25, 0.28, -0.12], [-0.40, -0.18, 0.25], [-0.09, -0.13, -0.12], [0.00, 0.08, -0.04], [-0.51, 0.23, 0.17], [1.05, -0.30, -1.18], [-1.20, 0.69, 0.05], [0.03, 0.01, -0.04], [0.16, 0.26, 0.00], [-0.07, 0.09, 0.00], [0.78, 0.04, 1.24], [-0.01, -0.20, -0.01], [0.16, 0.05, -0.02], [-0.01, 0.13, 0.07], [-0.07, 0.08, -0.10], [-0.06, -0.04, -0.12], [-0.20, -0.20, 0.01], [0.02, -0.04, 0.01], [-0.15, 1.19, 0.07], [0.03, 0.07, -0.03], [0.02, 0.08, 0.03], [-0.08, 0.05, 0.02], [0.07, -0.04, -0.10], [-0.07, -0.07, 0.02], [0.15, -0.14, 0.95], [-1.61, -0.67, -0.65], [-0.04, 0.05, -0.10], [-0.07, 0.13, -0.09], [-0.05, 0.04, 0.23], [0.19, -0.42, 1.07], [-0.18, -0.34, 0.02], [0.33, -0.22, -0.05], [-0.30, 0.12, -0.25], [-0.11, -0.11, -0.02], [0.02, 0.05, -0.07], [0.05, 0.40, -0.62], [-0.07, -0.19, 0.03], [-0.20, 0.52, 0.48], [-0.13, 0.01, -0.05], [-0.05, -0.25, -0.30], [0.09, -0.41, 0.06], [0.36, -0.02, -0.18], [0.10, 0.04, -0.04], [-0.14, -0.03, -0.24], [0.04, 0.02, 0.17], [-0.06, -0.03, -0.16], [-0.10, 0.24, 0.29], [-0.02, 0.03, 0.12]]
}